Record 1
{"formula": "C12H36O16P4", "method": "ωB97M-V/def2-TZVPD", "energy_ha": -3048.31586, "gap_ev": 10.61, "charge": 0, "e_homo_ev": -10.327, "smiles": "COP(=O)(OC)OC.COP(=O)(OC)OC.COP(=O)(OC)OC.COP(=O)(OC)OC", "de_lowest_kcal_mol": 78.31, "max_force_ev_per_a": 5.9, "species": ["C", "O", "P", "O", "O", "C", "O", "C", "H", "H", "H", "H", "H", "H", "H", "H", "H", "C", "O", "P", "O", "O", "C", "O", "C", "H", "H", "H", "H", "H", "H", "H", "H", "H", "C", "O", "P", "O", "O", "C", "O", "C", "H", "H", "H", "H", "H", "H", "H", "H", "H", "C", "O", "P", "O", "O", "C", "O", "C", "H", "H", "H", "H", "H", "H", "H", "H", "H"], "positions_angstrom": [[3.0065, -7.1328, 25.1543], [2.2387, -8.3139, 24.9654], [1.4179, -8.6267, 23.6258], [0.1764, -9.4689, 23.8575], [1.3590, -7.0987, 23.0113], [0.7351, -6.9470, 21.7464], [2.4955, -9.2483, 22.5458], [2.3381, -10.5673, 21.9859], [3.9650, -7.3257, 24.6724], [3.1733, -7.0224, 26.2257], [2.6440, -6.1276, 24.9390], [-0.2856, -6.6346, 21.9668], [0.6509, -7.8283, 21.1104], [1.1122, -6.2030, 21.0447], [2.3084, -11.3829, 22.7084], [3.3593, -10.6620, 21.6167], [1.5642, -10.6259, 21.2206], [15.7966, 7.7925, 26.5465], [14.9906, 7.0216, 27.5087], [13.8988, 7.7712, 28.3878], [14.3907, 8.9482, 29.1573], [13.1231, 6.6478, 29.3313], [13.8179, 6.1518, 30.4870], [12.8677, 8.2603, 27.2947], [12.1410, 7.3089, 26.4804], [16.6847, 7.1936, 26.3444], [15.9468, 8.8316, 26.8391], [15.1304, 7.7747, 25.6840], [14.4351, 5.3826, 30.0227], [13.1816, 5.9720, 31.3536], [14.3844, 6.9884, 30.8961], [12.2535, 7.5619, 25.4261], [11.0833, 7.2622, 26.7395], [12.5940, 6.3534, 26.7449], [10.1666, -4.2956, 20.2575], [11.5095, -4.7139, 19.9670], [12.3687, -3.6147, 19.1568], [12.0521, -2.1651, 19.4521], [12.1733, -3.9135, 17.5984], [12.7682, -5.0178, 17.0427], [13.9192, -4.1026, 19.4823], [15.0549, -3.4856, 18.8005], [9.8844, -3.2437, 20.3006], [9.7523, -4.7772, 21.1432], [9.7147, -4.8683, 19.4476], [13.0049, -5.7986, 17.7655], [13.6809, -4.6760, 16.5545], [12.2226, -5.4584, 16.2083], [15.8571, -3.5797, 19.5324], [14.8912, -2.4448, 18.5212], [15.3978, -3.9364, 17.8692], [4.6001, 1.3470, 27.9372], [4.7986, 1.7934, 26.6447], [5.3201, 0.7892, 25.4959], [5.8913, 1.5758, 24.3805], [6.4154, -0.1561, 26.2813], [7.6942, 0.1986, 26.4197], [4.0447, -0.0859, 25.1527], [3.8969, -0.7161, 23.8866], [4.6180, 0.2573, 27.9531], [3.5609, 1.4946, 28.2313], [5.1247, 1.9004, 28.7161], [8.1273, -0.3128, 27.2793], [7.6887, 1.2708, 26.6159], [8.3176, -0.0736, 25.5680], [4.3947, -1.6856, 23.8636], [4.2166, -0.1770, 22.9949], [2.8437, -0.9419, 23.7196]], "forces_ev_per_angstrom": [[1.513, 0.146, 1.015], [-1.438, 0.163, -0.861], [-0.628, -0.504, -0.464], [2.844, 2.084, -0.789], [0.231, -1.546, 0.223], [-1.856, 0.187, -0.673], [-1.894, 0.368, 1.539], [1.737, 0.117, 0.190], [0.066, 0.456, -0.021], [0.161, -0.619, 0.125], [-0.800, -0.548, -0.987], [-0.159, -0.032, -0.199], [0.281, -0.529, 0.512], [0.908, 0.323, 0.813], [-0.768, 0.332, 0.341], [-0.301, -0.453, -0.953], [0.103, 0.056, 0.192], [-1.619, -0.777, -0.149], [0.490, -0.315, 0.840], [-0.043, 1.553, 1.871], [-0.283, -1.553, -0.758], [0.106, 1.478, -1.988], [0.848, 1.310, -0.489], [-1.100, -0.092, -0.011], [0.622, -0.424, 0.685], [-0.018, 0.382, 0.228], [0.282, -0.289, 0.349], [0.493, 0.284, -0.446], [0.120, -0.456, 1.308], [-0.567, -0.942, -0.755], [0.749, -0.100, -0.263], [0.142, -0.018, 0.160], [0.110, 0.332, 0.157], [-0.334, -0.375, -0.742], [-1.491, -1.836, -0.815], [1.926, 1.725, 0.308], [1.082, 2.422, 0.883], [0.572, -3.079, -0.525], [-1.168, 1.205, 1.231], [1.535, -1.475, -1.424], [-1.612, 0.406, -1.030], [-0.024, 0.262, 0.556], [0.813, 0.016, -0.397], [0.810, -0.019, 0.364], [-1.262, 0.822, -0.095], [-0.024, -0.018, -0.018], [0.378, -0.220, 0.164], [-0.702, 0.181, 0.325], [-0.007, 0.259, -0.173], [-0.292, 0.122, 0.529], [-0.533, -0.774, 0.116], [-2.067, -0.986, 1.428], [0.718, -0.216, -1.708], [1.631, 1.767, -0.084], [-0.471, -1.075, 0.756], [-5.520, -1.358, -1.473], [2.934, 1.424, 0.634], [0.631, 0.160, 0.414], [-0.434, -1.184, -0.932], [0.935, -0.007, 0.630], [-0.378, 0.452, -0.295], [0.813, -0.360, -0.403], [-0.136, -0.020, 0.159], [0.921, 0.192, -0.103], [-0.079, 0.293, -0.245], [0.249, 0.045, 0.258], [0.339, 0.626, 0.543], [-0.088, 0.247, 0.422]], "nbo_charge": [-0.25, -0.80, 2.52, -1.05, -0.80, -0.27, -0.82, -0.25, 0.18, 0.19, 0.20, 0.19, 0.19, 0.20, 0.19, 0.19, 0.19, -0.25, -0.84, 2.55, -1.10, -0.81, -0.27, -0.82, -0.25, 0.20, 0.21, 0.18, 0.20, 0.20, 0.20, 0.19, 0.20, 0.19, -0.28, -0.80, 2.53, -1.08, -0.80, -0.26, -0.81, -0.26, 0.23, 0.19, 0.19, 0.19, 0.17, 0.19, 0.20, 0.20, 0.18, -0.26, -0.79, 2.55, -1.09, -0.81, -0.23, -0.80, -0.26, 0.19, 0.18, 0.19, 0.18, 0.18, 0.18, 0.18, 0.21, 0.20]}

---

Record 2
{"formula": "C12H36O6", "method": "ωB97M-V/def2-TZVPD", "energy_ha": -930.12709, "gap_ev": 10.59, "charge": 0, "e_homo_ev": -10.114, "smiles": "CCO.CCO.CCO.CCO.CCO.CCO", "de_lowest_kcal_mol": 72.74, "max_force_ev_per_a": 2.6, "species": ["C", "C", "O", "H", "H", "H", "H", "H", "H", "C", "C", "O", "H", "H", "H", "H", "H", "H", "C", "C", "O", "H", "H", "H", "H", "H", "H", "C", "C", "O", "H", "H", "H", "H", "H", "H", "C", "C", "O", "H", "H", "H", "H", "H", "H", "C", "C", "O", "H", "H", "H", "H", "H", "H"], "positions_angstrom": [[-6.0691, 4.8639, 1.2612], [-5.1104, 5.2678, 0.0906], [-4.5403, 6.5606, 0.2567], [-6.8610, 5.6119, 1.3007], [-5.5864, 4.8787, 2.2383], [-6.5319, 3.8967, 1.0652], [-5.7213, 5.2150, -0.8106], [-4.3662, 4.4783, -0.0139], [-5.2623, 7.1887, 0.3328], [2.6826, 5.7994, -2.8739], [3.8210, 6.6794, -3.3140], [4.8031, 5.9455, -4.0131], [3.0622, 5.0802, -2.1482], [2.1729, 5.2725, -3.6806], [1.8940, 6.3335, -2.3438], [4.3434, 7.0394, -2.4277], [3.4655, 7.5037, -3.9323], [5.6336, 6.3805, -3.8067], [3.5781, -4.4647, -2.6636], [3.6325, -4.9993, -1.1911], [3.4226, -3.9178, -0.2784], [3.6996, -5.2725, -3.3853], [4.3928, -3.7533, -2.7989], [2.5869, -4.0398, -2.8217], [4.5830, -5.4992, -1.0049], [2.8928, -5.7969, -1.1212], [4.1811, -3.3367, -0.3709], [-3.6000, -0.8883, -3.7545], [-4.3544, -0.9097, -5.1240], [-5.5941, -1.5761, -4.9058], [-4.1452, -0.2509, -3.0584], [-2.5759, -0.5288, -3.8554], [-3.4469, -1.9204, -3.4393], [-3.7137, -1.4653, -5.8088], [-4.4528, 0.1525, -5.3479], [-5.8313, -1.9670, -5.7499], [0.5368, 0.8211, 1.7379], [0.5926, -0.1089, 2.9139], [0.0026, -1.3490, 2.6068], [1.1075, 0.4271, 0.8970], [0.9606, 1.7815, 2.0312], [-0.5056, 0.9480, 1.4456], [0.0587, 0.3778, 3.7301], [1.6426, -0.1804, 3.1977], [0.6806, -1.7947, 2.0937], [2.5735, -6.4076, 7.2522], [1.8286, -6.0272, 5.9823], [0.6720, -5.3794, 6.4216], [2.9471, -5.5400, 7.7962], [3.4121, -7.0785, 7.0659], [2.0057, -7.0311, 7.9428], [1.6756, -6.8512, 5.2853], [2.4036, -5.2978, 5.4120], [0.3208, -4.8711, 5.6869]], "forces_ev_per_angstrom": [[0.498, 0.791, -0.651], [-1.338, -0.636, 0.932], [0.279, -0.689, -0.035], [-0.219, -0.016, 0.047], [0.180, -0.180, -0.116], [0.103, -0.032, 0.054], [0.048, 0.167, -0.300], [0.524, 0.557, 0.067], [-0.073, 0.035, 0.003], [-0.299, -0.449, 0.423], [-0.034, 0.177, 0.401], [0.262, -0.451, -0.437], [-0.008, -0.271, -0.171], [0.308, -0.030, -0.177], [0.135, 0.417, -0.054], [-0.475, 0.588, 0.233], [-0.023, 0.222, 0.055], [0.132, -0.205, -0.272], [0.056, -0.709, 1.180], [0.232, 0.400, -1.617], [-0.287, -0.808, -0.051], [0.118, -0.087, 0.042], [-0.237, 0.220, -0.214], [0.217, 0.334, -0.070], [0.244, 0.129, 0.075], [-0.394, 0.457, 0.648], [0.040, 0.083, 0.024], [-0.051, -0.467, -1.059], [1.188, 0.013, 2.283], [0.263, 0.232, -0.470], [0.081, -0.387, 0.226], [-0.080, 0.470, -0.240], [-0.514, 0.047, 0.486], [-0.205, 0.250, -0.425], [-0.379, -0.112, -0.835], [-0.303, -0.046, 0.035], [-0.177, 0.291, -0.223], [0.117, 0.933, -0.016], [0.291, -0.269, 0.297], [-0.020, 0.024, -0.097], [-0.031, 0.144, -0.161], [0.064, 0.140, -0.183], [-0.121, -0.416, 0.200], [0.100, -0.428, 0.362], [-0.210, -0.450, -0.192], [0.626, -0.908, -0.028], [1.096, 0.452, 0.520], [-1.151, 0.146, -0.115], [-0.155, 0.039, -0.120], [0.360, 0.264, -0.420], [-0.648, 0.345, -0.088], [-0.407, -0.394, 0.256], [0.493, 0.008, -0.041], [-0.218, 0.063, 0.028]], "nbo_charge": [-0.63, -0.06, -0.71, 0.19, 0.21, 0.21, 0.15, 0.18, 0.46, -0.63, -0.06, -0.72, 0.21, 0.21, 0.21, 0.15, 0.16, 0.47, -0.63, -0.06, -0.72, 0.21, 0.20, 0.21, 0.15, 0.18, 0.46, -0.62, -0.07, -0.72, 0.21, 0.20, 0.21, 0.16, 0.16, 0.47, -0.62, -0.07, -0.71, 0.20, 0.21, 0.21, 0.17, 0.15, 0.46, -0.63, -0.06, -0.72, 0.21, 0.21, 0.21, 0.16, 0.15, 0.47]}

---

Record 3
{"formula": "C12H36O6", "method": "ωB97M-V/def2-TZVPD", "energy_ha": -930.10061, "gap_ev": 10.32, "charge": 0, "e_homo_ev": -10.041, "smiles": "CC(C)O.CC(C)O.CC(C)O.CO.CO.CO", "de_lowest_kcal_mol": 89.35, "max_force_ev_per_a": 4.2, "species": ["C", "C", "C", "O", "H", "H", "H", "H", "H", "H", "H", "H", "C", "C", "C", "O", "H", "H", "H", "H", "H", "H", "H", "H", "C", "C", "C", "O", "H", "H", "H", "H", "H", "H", "H", "H", "C", "O", "H", "H", "H", "H", "C", "O", "H", "H", "H", "H", "C", "O", "H", "H", "H", "H"], "positions_angstrom": [[-2.5416, 2.1602, 6.5444], [-1.4470, 3.1172, 6.1658], [-2.0792, 4.2215, 5.2486], [-0.9929, 3.7318, 7.3597], [-3.3719, 2.7520, 6.9295], [-2.3059, 1.4027, 7.2920], [-2.9577, 1.7518, 5.6235], [-0.6458, 2.5522, 5.6894], [-1.9974, 5.2123, 5.6956], [-3.1380, 3.9901, 5.1323], [-1.6808, 4.3123, 4.2381], [-0.1445, 3.3467, 7.5910], [-1.2657, -4.2684, -4.5151], [-2.3554, -3.9495, -5.5440], [-3.3557, -5.0982, -5.9076], [-3.0885, -3.0017, -4.9455], [-0.7052, -5.1485, -4.8301], [-1.7188, -4.6458, -3.5984], [-0.5006, -3.4949, -4.4489], [-1.9571, -3.4687, -6.4375], [-3.8361, -4.8266, -6.8475], [-4.1499, -5.0848, -5.1611], [-2.7866, -6.0145, -6.0645], [-2.8140, -3.1081, -4.0318], [-0.1501, 0.1299, -0.8804], [0.6739, 1.3885, -1.0549], [0.6710, 2.4006, 0.0660], [2.0040, 0.9431, -1.2882], [-1.2042, 0.3989, -0.9484], [-0.1477, -0.2429, 0.1439], [0.1409, -0.7112, -1.5096], [0.3305, 1.9722, -1.9090], [0.9398, 1.9858, 1.0375], [-0.3456, 2.7785, 0.1743], [1.3891, 3.1856, -0.1711], [2.0421, 0.7375, -2.2251], [5.1983, 2.1488, 1.9334], [4.3506, 0.9870, 1.8476], [4.8928, 2.9073, 1.2127], [5.1443, 2.5053, 2.9621], [6.2469, 1.9578, 1.7053], [4.0304, 0.9536, 0.9432], [2.5571, -0.2033, -6.6344], [2.2940, 0.8808, -5.8144], [3.5226, -0.5402, -6.2571], [1.9698, -1.0760, -6.3488], [2.5317, -0.0253, -7.7095], [1.4453, 1.2765, -6.0262], [-0.1599, -2.2624, 4.2086], [1.1148, -2.4192, 4.7705], [-0.8360, -2.1350, 5.0540], [-0.1397, -1.3350, 3.6362], [-0.3486, -3.1836, 3.6574], [1.6781, -1.8446, 4.2469]], "forces_ev_per_angstrom": [[-1.084, 0.051, -0.338], [-0.700, 0.541, -0.227], [0.159, -0.414, 0.059], [0.670, 0.328, 0.206], [0.005, 0.071, 0.355], [0.294, -0.050, -0.273], [0.116, -0.602, 0.029], [0.215, 0.280, -0.213], [0.084, -0.173, 0.232], [-0.055, 0.177, -0.031], [0.305, -0.277, 0.060], [-0.001, 0.059, 0.133], [0.794, -2.018, -1.683], [0.682, -1.958, -0.795], [1.365, 0.818, -0.497], [-1.973, 3.132, 1.959], [0.218, -0.167, -0.216], [-0.047, 0.642, 0.385], [-0.483, 0.283, 0.494], [0.453, -0.532, -0.332], [0.004, -0.067, -0.075], [0.319, -0.597, 0.180], [-0.512, -0.349, 0.234], [-0.811, 0.821, 0.349], [-1.327, 0.438, 1.156], [0.392, -0.442, -0.088], [-0.175, -0.450, 0.459], [0.712, 0.490, -0.122], [-0.259, -0.257, -0.701], [0.695, -0.007, 0.236], [-0.148, 0.377, -0.306], [-0.101, -0.245, -0.454], [0.166, -0.239, -0.025], [0.068, 0.349, -0.043], [-0.251, 0.140, -0.005], [0.327, -0.151, -0.074], [-0.277, -0.342, -0.012], [0.553, 0.575, -0.069], [-0.255, 0.227, 0.254], [-0.087, 0.190, -0.161], [0.091, -0.467, 0.029], [-0.131, -0.199, -0.105], [0.767, -1.502, 0.811], [-0.562, 1.323, 0.457], [0.502, 0.129, -0.817], [-0.759, -0.025, -0.411], [0.097, 0.100, 0.066], [-0.067, -0.033, -0.061], [0.063, 0.011, 0.595], [1.272, 0.290, 0.254], [-0.446, -0.146, -0.281], [-0.642, -0.267, -0.469], [-0.687, 0.365, -0.395], [0.455, -0.231, 0.284]], "nbo_charge": [-0.62, 0.09, -0.64, -0.73, 0.21, 0.21, 0.20, 0.16, 0.23, 0.20, 0.21, 0.47, -0.67, 0.10, -0.64, -0.71, 0.22, 0.21, 0.23, 0.16, 0.21, 0.22, 0.20, 0.46, -0.63, 0.09, -0.62, -0.74, 0.21, 0.21, 0.22, 0.15, 0.21, 0.21, 0.22, 0.47, -0.25, -0.73, 0.17, 0.18, 0.16, 0.48, -0.25, -0.72, 0.18, 0.15, 0.17, 0.46, -0.25, -0.72, 0.17, 0.16, 0.17, 0.46]}